1.
ORCA calculation (ωB97M-V/def2-TZVPD) on a molecular structure, C8H24CaN8 in a non-equilibrium geometry.

E_tot, Ha: -1434.53007
Largest force on an atom, eV/A: 1.700
Kohn-Sham gap, eV: 10.2

Structure (ORCA input):
```
! wB97M-V def2-TZVPD RIJCOSX def2/J DEFGRID3
* xyz 2 1
Ca -0.31050 0.04107 0.67721
N -1.08885 2.23913 1.05658
C -1.49694 2.24157 2.48130
C -2.34360 1.00850 2.79253
N -1.65576 -0.26470 2.48235
C -0.85680 -0.83932 3.58768
C 0.59237 -0.35553 3.59782
N 1.24768 -0.66702 2.30560
H -0.44383 3.00649 0.89424
H -1.90294 2.45872 0.48683
H -2.08047 3.12629 2.74151
H -0.59623 2.25430 3.09285
H -3.25094 1.05967 2.18679
H -2.64710 1.04545 3.84258
H -2.38190 -0.94130 2.26773
H -0.84986 -1.92528 3.47178
H -1.30974 -0.61535 4.55761
H 1.09970 -0.82650 4.44148
H 0.63747 0.72149 3.75090
H 1.41595 -1.66970 2.26189
H 2.17252 -0.24785 2.29234
C 2.95469 1.15375 -2.84299
N 1.91079 0.18089 -3.15371
C 1.87782 -0.41904 -4.48808
C 1.01533 -0.12877 -2.19889
N 1.01230 0.38401 -1.00001
N 0.06144 -1.06305 -2.58824
C -1.00657 -1.63696 -1.92554
N -1.68910 -2.51396 -2.68928
N -1.32695 -1.36544 -0.69456
H 3.58563 1.28686 -3.71371
H 3.58790 0.80620 -2.02364
H 2.52639 2.12644 -2.59101
H 2.69350 -0.01613 -5.07663
H 0.95300 -0.17678 -5.01814
H 2.01878 -1.50233 -4.44849
H 1.77398 1.04243 -0.89322
H 0.16922 -1.38336 -3.53522
H -1.43862 -2.72139 -3.64059
H -2.48805 -2.99783 -2.32040
H -2.14170 -1.90565 -0.42725
*
```

Atomic partial charges in e from the Mulliken method, atoms 1 to 5: Ca 2.123; N -0.684; C -0.528; C -0.694; N -0.437


2.
ORCA calculation (ωB97M-V/def2-TZVPD) on 8 unconnected molecules or ions with the total composition C22H52F3N2O8S7.

E_tot, Ha: -4667.33434
Largest force on an atom, eV/A: 0.451
Kohn-Sham gap, eV: 6.2

Structure (ORCA input):
```
! wB97M-V def2-TZVPD RIJCOSX def2/J DEFGRID3
* xyz 1 1
F 1.71026 -2.54228 -0.43491
C 2.10166 -2.64753 0.84142
F 3.15821 -3.47648 0.89449
F 1.08109 -3.25561 1.50991
C 2.44231 -1.30464 1.48508
O 1.81575 -0.27865 0.76905
C 1.35320 0.82915 1.52422
C -0.06047 1.12010 1.04994
N -0.87675 -0.09166 1.31628
C -1.20989 -0.41847 2.55888
C -1.90264 -1.58127 2.80942
C -2.22320 -2.37109 1.73691
C -1.85619 -1.92525 0.47051
N -1.19822 -0.80655 0.26228
H 2.07660 -1.35816 2.51298
H 3.52915 -1.19765 1.49763
H 1.95354 1.71802 1.34575
H 1.39209 0.61621 2.59673
H -0.49967 1.98344 1.53834
H -0.04715 1.26465 -0.02694
H -0.90862 0.26669 3.33778
H -2.16474 -1.85665 3.81968
H -2.75468 -3.30154 1.86323
H -2.10510 -2.49260 -0.41419
C -5.32213 -6.43185 1.06404
S -5.38858 -4.65259 1.26902
O -5.03620 -4.35034 2.68770
C -7.16121 -4.50159 1.09045
H -4.28642 -6.74182 1.18537
H -5.94459 -6.90412 1.82311
H -5.67207 -6.69067 0.06538
H -7.64836 -5.12171 1.84174
H -7.45445 -4.82247 0.09146
H -7.42698 -3.45626 1.23595
C 1.07485 2.40472 -3.75854
S 0.38741 3.55636 -2.56746
O -0.23334 2.73100 -1.48649
C -0.94320 4.14682 -3.60596
H 1.90644 1.89034 -3.28136
H 0.30880 1.68588 -4.04819
H 1.43296 2.95845 -4.62586
H -1.56601 3.30282 -3.90362
H -0.53542 4.65530 -4.47769
H -1.53256 4.85083 -3.02552
C 8.21532 -4.39260 0.99449
S 8.20416 -2.59545 1.05006
O 8.57870 -2.20929 2.43748
C 6.41158 -2.44081 0.96317
H 9.25042 -4.71134 1.09369
H 7.62323 -4.79000 1.81910
H 7.81941 -4.72554 0.03518
H 5.95638 -2.98479 1.79178
H 6.05725 -2.82916 0.00803
H 6.17487 -1.38047 1.03833
C 9.85734 1.47316 -1.43123
S 10.37493 -0.04936 -2.23372
O 9.76737 -1.16237 -1.45716
C 12.09456 0.04820 -1.72810
H 8.78578 1.57593 -1.58863
H 10.07316 1.40892 -0.36482
H 10.37820 2.31721 -1.88316
H 12.14800 0.08798 -0.64045
H 12.55524 0.92985 -2.17339
H 12.59176 -0.84840 -2.09122
C -2.45033 8.54981 -3.03097
S -2.96086 7.13831 -4.01696
O -1.88226 6.89737 -5.01174
C -4.29166 7.97228 -4.88236
H -1.58697 8.24442 -2.44335
H -2.17651 9.37118 -3.69244
H -3.26400 8.84161 -2.36719
H -3.88875 8.83367 -5.41386
H -5.05389 8.27878 -4.16640
H -4.71587 7.26399 -5.59032
C 0.80123 6.40463 1.49080
S 1.51013 4.95314 0.71348
O 0.93686 3.77267 1.42494
C 3.17243 5.17517 1.34958
H -0.25924 6.41950 1.24866
H 0.93670 6.34135 2.57009
H 1.28326 7.29700 1.09220
H 3.14449 5.20177 2.43860
H 3.58976 6.09941 0.95102
H 3.76983 4.33086 1.01174
C -12.26312 -7.42212 1.38957
S -11.11974 -6.13285 0.88895
O -9.90819 -6.79610 0.33476
C -10.70066 -5.61552 2.55889
H -12.62406 -7.90922 0.48654
H -11.74234 -8.14359 2.01861
H -13.09925 -6.97267 1.92440
H -10.29474 -6.46414 3.10942
H -11.59088 -5.22608 3.05195
H -9.95447 -4.82758 2.48392
*
```

Atomic partial charges in e from the Mulliken method, atoms 1 to 5: F -0.261; C 0.780; F -0.256; F -0.275; C -0.396


3.
ORCA calculation (ωB97M-V/def2-TZVPD) on a molecular structure, C28H38BHfN5P2 in a non-equilibrium geometry.

E_tot, Ha: -2118.29600
Energy relative to the best compared isomer or geometry (same formula, charge and spin), kcal/mol: 0.0
Largest force on an atom, eV/A: 4.442
Kohn-Sham gap, eV: 3.1

Structure (ORCA input):
```
! wB97M-V def2-TZVPD RIJCOSX def2/J DEFGRID3
* xyz 2 1
Hf 0.26009 -0.77310 2.90501
C -1.31030 1.00325 3.95632
C -1.66056 0.45991 2.71149
C -1.23557 1.21622 1.44603
C 0.09198 0.78904 0.79978
C 1.38634 0.71237 1.61668
C 1.55380 1.24178 2.90520
C 0.84729 2.44378 3.48679
C -0.60037 2.31759 4.06643
C 0.67557 -2.85010 2.51853
H -1.78264 0.65283 4.87557
H -2.49669 -0.23934 2.58651
H -1.27171 2.30645 1.53301
H -2.02678 0.98885 0.71725
H -0.12434 -0.19292 0.30795
H 0.27154 1.46555 -0.04846
H 2.24884 0.33268 1.06837
H 2.51184 1.03890 3.40479
H 0.84103 3.26451 2.74954
H 1.48989 2.78052 4.32043
H -0.54477 2.60140 5.13035
H -1.20928 3.11034 3.58860
H 0.82811 -3.32732 3.50335
H 1.60181 -3.01690 1.93832
H -0.13034 -3.40582 2.01850
P 1.66684 -0.81138 -1.17950
P -2.23949 -0.36306 -1.25959
N 3.03151 0.23004 -1.58923
N 2.27715 -2.13412 -2.16680
N -2.48234 1.31145 -1.83302
N -3.68980 -0.92598 -2.10951
C 0.44863 -0.14385 -2.40950
C -0.90703 -0.89750 -2.44661
C 4.15643 0.39040 -0.76361
C 5.14730 1.03382 -1.48724
C 4.63118 1.27924 -2.80130
C 3.32640 0.81146 -2.82367
C 2.18477 -3.46633 -1.74817
C 2.63592 -4.27985 -2.77586
C 3.02455 -3.43057 -3.86498
C 2.77129 -2.12519 -3.48028
C -3.04980 2.31254 -1.01342
C -2.80230 3.55236 -1.57400
C -2.05394 3.32940 -2.78088
C -1.90822 1.95707 -2.93435
C -4.30592 -0.46046 -3.28203
C -5.37723 -1.28940 -3.58823
C -5.42978 -2.31252 -2.58230
C -4.39238 -2.06836 -1.69181
H 0.87571 -0.16817 -3.43138
H 0.30791 0.92108 -2.16152
H -1.31069 -0.86986 -3.47245
H -0.74682 -1.96059 -2.19128
H 4.10592 0.09019 0.27513
H 6.13318 1.29867 -1.13120
H 5.14356 1.72527 -3.64133
H 2.57999 0.87012 -3.60473
H 1.82178 -3.67707 -0.75434
H 2.68644 -5.35964 -2.76153
H 3.44987 -3.72361 -4.81422
H 2.93517 -1.20458 -4.01134
H -3.59208 2.04594 -0.12500
H -3.12389 4.50783 -1.18761
H -1.66288 4.08432 -3.44352
H -1.46828 1.39344 -3.74533
H -3.95488 0.43724 -3.77241
H -6.06170 -1.15762 -4.42001
H -6.15360 -3.10944 -2.51783
H -4.08714 -2.56707 -0.78455
B 0.90193 0.17937 7.43982
C 0.93259 -0.32104 6.01696
N 0.87796 -0.70229 4.89303
H 1.81315 -0.30565 8.08701
H -0.16743 -0.24887 7.85241
H 0.88570 1.40238 7.48672
*
```

Atomic partial charges in e from the Mulliken method, atoms 1 to 5: Hf 0.839; C -0.892; C -0.729; C 1.043; C -0.228


4.
ORCA calculation (ωB97M-V/def2-TZVPD) on a molecular structure, C26H18BrCl5NO9PS2W in a non-equilibrium geometry.

E_tot, Ha: -7812.71231
Energy relative to the best compared isomer or geometry (same formula, charge and spin), kcal/mol: 108.2
Largest force on an atom, eV/A: 3.663
Kohn-Sham gap, eV: 5.9

Structure (ORCA input):
```
! wB97M-V def2-TZVPD RIJCOSX def2/J DEFGRID3
* xyz 2 1
W -0.23060 0.28550 0.11060
Cl -3.33020 -6.35300 -0.27650
C -2.48280 -4.88240 -0.38430
C -2.10870 -4.21060 0.79550
Cl -2.48760 -4.85900 2.32020
C -1.41590 -3.00890 0.67820
Cl -0.89960 -1.99290 1.98400
C -1.09310 -2.47860 -0.57300
O -0.34840 -1.34790 -0.60740
C -1.47050 -3.14630 -1.73680
Cl -1.06740 -2.38700 -3.21480
C -2.17240 -4.35370 -1.64820
Cl -2.63420 -5.17320 -3.06410
Br 2.23520 -2.48800 -0.71860
C 2.52780 -0.96060 -1.76730
C 3.47140 -0.90700 -2.78320
C 3.54210 0.25570 -3.53840
C 2.59900 1.26310 -3.32750
C 1.66980 1.09040 -2.31810
N 1.68640 0.03040 -1.47440
C 0.38040 1.89200 -2.11650
O 0.22740 3.03860 -2.41770
O -0.49880 1.07210 -1.59480
H 4.10430 -1.75800 -2.98790
H 4.29070 0.35810 -4.31050
H 2.56030 2.14660 -3.94630
O -0.18800 2.19620 0.40710
S -0.94260 2.48990 1.69920
O -0.33870 3.51450 2.46850
O -0.80540 1.14370 2.31020
C -2.56310 3.00090 1.15320
C -2.88220 4.29520 1.55540
C -4.06440 4.89200 1.14080
C -4.92740 4.19710 0.30500
C -4.59250 2.91760 -0.11790
C -3.40900 2.31450 0.28950
S -3.24040 0.60430 -0.22040
O -4.39310 -0.09250 0.21640
O -2.81900 0.44100 -1.57850
O -1.99920 0.18760 0.59320
H -2.19350 4.81580 2.20160
H -4.31000 5.88880 1.47800
H -5.85930 4.64280 -0.01190
H -5.24510 2.35650 -0.76720
C 3.11570 -1.09650 2.06790
P 1.67930 0.05380 1.97320
C 1.14560 -0.18130 3.71810
C 2.63810 1.61910 1.91520
C 3.51190 1.97860 2.93990
C 4.33190 3.08560 2.80580
C 4.29150 3.84950 1.64990
C 3.43740 3.49590 0.61690
C 2.62640 2.37970 0.74370
H 3.66630 -0.85450 2.97690
H 3.79710 -0.99030 1.22750
H 2.79170 -2.13300 2.13410
H 1.90370 0.24280 4.37660
H 1.06400 -1.24970 3.92350
H 0.19500 0.29670 3.93500
H 3.56590 1.39620 3.84740
H 5.00840 3.34530 3.60430
H 4.92740 4.71390 1.54920
H 3.40660 4.08280 -0.28810
H 1.96320 2.10090 -0.08150
*
```

Atomic partial charges in e from the Mulliken method, atoms 1 to 5: W 1.426; Cl -0.116; C 0.541; C -0.153; Cl -0.150


Look up the E_tot of the first one. -1434.53007 Ha


What is the Kohn-Sham gap in the fourth record? 5.9 eV


What is the formula in the fourth record? C26H18BrCl5NO9PS2W